C32H87BN7O20 | ωB97M-V with the def2-TZVPD basis set

Each line ends with the Löwdin charge.
Positions of all 147 atoms, in Å:
O: 1.59 1.50 4.59  -0.170
O: 5.17 3.09 -2.52  -0.202
O: -0.75 1.64 -5.03  -0.251
O: 0.26 -1.49 -1.42  0.184
O: -2.09 -3.25 2.50  -0.040
O: -2.39 4.33 0.49  -0.199
O: -0.74 1.74 1.52  0.018
O: -1.23 -0.59 5.65  -0.153
O: -1.91 3.26 -2.33  -0.219
O: 1.58 -2.00 -3.13  0.135
O: 1.89 -1.51 0.24  0.214
O: -3.38 -3.20 -1.29  -0.150
O: 2.74 -4.22 0.63  -0.051
O: 2.85 1.22 0.84  -0.023
O: 0.56 -4.06 -0.14  -0.050
O: -0.50 -1.69 0.84  0.133
O: -1.88 -0.93 2.49  -0.104
O: 3.59 -2.31 -0.98  0.131
O: 0.32 -3.26 2.06  -0.051
O: 0.47 0.35 0.16  0.178
N: 3.76 -0.22 -2.24  0.073
N: 1.55 -0.95 2.69  0.080
N: -2.18 -2.50 -4.01  0.078
N: -0.27 -2.00 -4.91  0.059
N: -2.38 -3.36 7.48  0.029
N: 0.77 2.15 -3.33  0.086
N: -4.53 2.52 0.46  0.050
C: 0.74 3.24 -1.21  -0.042
C: -1.86 -1.80 -2.80  -0.319
C: 1.40 -0.55 -5.90  -0.043
C: 5.19 1.70 -2.95  -0.171
C: -2.08 2.95 0.89  -0.180
C: -1.44 4.96 -0.38  -0.117
C: -1.39 1.97 -2.23  -0.222
C: 1.88 -2.24 4.67  -0.022
C: -3.23 3.31 -2.77  -0.068
C: 1.30 -0.83 4.07  -0.318
C: 2.28 0.30 4.55  -0.185
C: 0.06 -0.62 -5.13  -0.451
C: -1.26 -2.01 5.66  -0.154
C: -1.45 -0.34 -3.04  -0.076
C: 1.41 -1.82 -1.93  -0.333
C: -3.04 -1.88 -1.79  -0.141
C: -3.31 0.93 1.82  -0.049
C: -1.07 -0.74 1.51  -0.261
C: 0.05 -3.26 7.52  -0.085
C: 3.95 3.74 -2.85  -0.102
C: 1.63 2.25 3.38  -0.084
C: -2.24 -3.62 -0.52  -0.094
C: 4.53 0.96 -1.82  -0.399
C: -1.19 -2.54 7.13  -0.405
C: 2.43 -1.95 -0.83  -0.451
C: -3.42 2.38 1.43  -0.347
C: -0.46 0.62 1.05  -0.267
C: 5.60 0.42 -0.84  -0.041
C: -1.60 -0.03 4.43  -0.142
C: -1.61 2.60 -5.62  -0.100
C: 0.15 2.08 -2.01  -0.304
C: -0.97 0.33 -5.64  -0.159
B: 0.51 -1.08 -0.04  -0.902
H: 3.10 0.30 0.75  0.031
H: -0.40 4.83 -0.08  0.057
H: 2.50 2.90 3.45  0.095
H: 3.63 -0.78 -1.41  -0.018
H: 0.31 -4.93 0.18  0.092
H: -3.19 3.21 -3.86  0.057
H: 0.95 -2.66 7.59  0.075
H: 1.08 -2.94 4.90  0.027
H: 0.49 4.25 -1.52  0.076
H: 3.19 0.36 3.95  0.132
H: 2.58 0.17 5.59  0.113
H: -1.65 4.48 -1.34  0.041
H: 2.26 -1.97 5.65  0.061
H: 0.26 -4.04 6.78  0.081
H: -1.78 1.32 -1.44  0.102
H: 1.82 3.19 -1.26  0.054
H: -2.67 -4.48 0.00  0.095
H: -4.40 3.47 0.16  0.054
H: 5.03 0.06 0.02  0.063
H: 1.89 0.42 -5.81  0.065
H: -2.86 0.20 1.13  0.074
H: 1.19 -0.17 2.14  0.045
H: -2.92 -1.07 -1.09  0.112
H: -0.89 0.31 -6.73  0.133
H: -3.60 2.97 2.33  0.140
H: 0.50 1.29 -3.79  0.031
H: -1.17 -1.66 7.77  0.130
H: -1.93 -0.10 -5.37  0.110
H: 3.05 3.34 -2.39  0.034
H: 0.28 -3.46 0.55  -0.018
H: 4.32 -0.93 -2.69  0.091
H: -1.68 1.04 4.62  0.120
H: -1.46 3.63 -5.29  0.093
H: -1.75 2.44 -0.02  0.104
H: 6.10 1.37 -0.63  0.077
H: -2.84 0.93 2.80  0.057
H: -3.11 -2.67 7.39  0.064
H: -1.90 0.17 -3.89  0.079
H: 0.38 2.86 -3.93  0.080
H: 2.70 -2.72 4.13  0.084
H: 3.89 3.55 -3.92  0.079
H: -2.16 -2.94 0.32  0.067
H: -0.96 -2.27 -2.41  0.120
H: -1.18 -2.19 -4.53  -0.191
H: -4.28 0.46 2.00  0.099
H: 0.29 -0.74 4.48  0.080
H: 0.76 2.91 3.38  0.086
H: -3.87 -1.54 -2.41  0.125
H: -1.61 6.01 -0.60  0.086
H: -0.99 -0.22 3.54  0.061
H: 0.21 -0.23 -4.13  0.047
H: 0.46 3.35 -0.16  0.060
H: -5.45 2.51 0.87  0.068
H: 3.92 4.83 -2.75  0.086
H: -3.80 2.61 -2.15  0.095
H: 0.53 -3.39 2.99  0.078
H: -1.87 0.27 -2.24  0.051
H: 2.17 -1.24 -5.56  0.067
H: -1.28 3.14 1.60  0.126
H: 1.36 -0.73 -6.97  0.062
H: -0.38 -0.23 -3.21  0.057
H: 1.94 1.26 0.55  0.009
H: -2.60 -0.26 4.06  0.094
H: 0.55 1.16 -1.57  0.121
H: 1.17 -1.82 2.36  0.037
H: -2.65 -3.36 -3.77  0.130
H: 6.16 1.29 -3.20  0.123
H: -2.94 -3.43 2.90  0.085
H: -3.60 4.32 -2.63  0.100
H: -1.32 -3.97 -1.00  0.086
H: 3.18 -3.89 1.42  0.042
H: 4.62 1.66 -3.88  0.109
H: 2.09 -3.55 0.42  -0.031
H: -1.40 2.75 -6.68  0.093
H: -2.12 -2.32 2.27  -0.047
H: -2.14 -2.36 5.12  0.121
H: -2.40 -3.59 8.46  0.059
H: 3.83 1.61 -1.30  0.110
H: -0.37 -2.35 5.14  0.068
H: -0.57 -2.91 2.07  0.015
H: 0.23 -2.47 -4.16  0.053
H: 1.63 1.69 2.45  0.042
H: -1.60 1.42 -3.14  0.067
H: 0.04 -3.67 8.53  0.076
H: -2.67 2.45 -5.42  0.078
H: 6.34 -0.29 -1.21  0.083
H: -2.95 -1.96 -4.38  0.121

Output
Lowest unoccupied orbital energy (eV): 0.99
E_HOMO (eV): -5.14
Spin multiplicity: 1
Net charge: -1

C32H87N9O14 | ωB97M-V with the def2-TZVPD basis set

Each line ends with the Löwdin charge.
Positions of all 142 atoms, in Å:
O: -0.17 16.43 -17.57  -0.178
O: 2.25 5.68 -17.79  -0.173
O: -3.49 14.60 -20.12  -0.016
O: 0.70 10.66 -28.17  -0.239
O: 3.79 16.56 -22.75  -0.190
O: 2.57 7.14 -11.97  -0.193
O: -2.25 11.63 -19.05  -0.220
O: 3.05 8.45 -21.25  -0.195
O: -2.56 4.89 -18.48  -0.193
O: -0.15 6.72 -24.88  -0.125
O: 1.67 11.81 -23.78  -0.230
O: 2.02 11.61 -13.94  -0.235
O: 5.65 5.71 -22.08  -0.050
O: -1.46 9.37 -21.98  0.020
N: 1.55 11.00 -19.02  -0.062
N: -2.58 8.79 -23.59  0.158
N: -0.01 9.60 -12.87  -0.040
N: 1.44 16.76 -19.87  -0.048
N: -0.70 9.68 -23.97  0.204
N: -0.05 5.58 -19.68  -0.034
N: -2.64 13.15 -21.55  0.213
N: -3.91 14.89 -22.20  0.145
N: 2.78 11.09 -26.30  -0.068
C: -2.71 10.32 -18.55  -0.064
C: 1.16 6.41 -19.70  -0.208
C: 2.32 5.60 -19.20  -0.249
C: -3.32 14.17 -21.27  -0.802
C: -1.58 9.29 -23.14  -1.051
C: 1.87 16.87 -21.23  -0.240
C: 2.43 12.96 -14.12  -0.099
C: -3.82 4.86 -17.91  -0.153
C: 1.98 5.94 -12.53  -0.099
C: 0.82 12.71 -23.04  -0.085
C: 2.42 12.16 -27.19  -0.178
C: -0.64 10.23 -28.38  -0.162
C: -0.79 11.78 -18.80  -0.161
C: 1.47 15.45 -19.22  -0.210
C: 2.08 8.34 -12.63  -0.215
C: 2.57 10.09 -19.49  -0.175
C: -1.13 6.51 -19.78  -0.235
C: -2.49 5.71 -19.67  -0.175
C: 4.54 17.71 -23.33  -0.067
C: 0.29 9.87 -14.32  -0.176
C: 2.89 8.06 -22.59  -0.093
C: 3.36 16.71 -21.39  -0.230
C: 3.08 4.63 -17.29  -0.108
C: 3.56 11.46 -25.12  -0.220
C: 0.59 8.37 -12.42  -0.247
C: 2.89 12.44 -24.19  -0.219
C: 0.75 11.33 -14.61  -0.177
C: 0.99 15.66 -17.81  -0.235
C: 0.16 10.71 -19.36  -0.191
C: -1.36 15.76 -17.82  -0.131
C: 0.87 11.91 -27.50  -0.200
C: 2.57 9.75 -21.02  -0.203
H: -0.95 10.96 -29.12  0.076
H: -0.14 6.94 -23.95  -0.014
H: -3.30 6.43 -19.76  0.109
H: 1.34 6.78 -20.71  0.109
H: 2.46 9.10 -19.04  0.100
H: 1.68 17.89 -21.55  0.116
H: -3.89 4.11 -17.12  0.085
H: 2.52 9.22 -12.15  0.126
H: 1.03 11.43 -15.66  0.101
H: 0.82 14.70 -17.33  0.111
H: 1.18 16.36 -21.92  0.117
H: 0.46 8.24 -11.35  0.130
H: -1.01 6.33 -25.02  -0.008
H: -0.62 11.74 -17.72  0.099
H: 0.81 14.71 -19.69  0.097
H: 0.35 11.84 -26.55  0.095
H: 2.45 14.98 -19.23  0.113
H: -2.54 10.10 -17.49  0.080
H: 0.62 10.32 -12.55  0.075
H: -3.11 8.48 -22.79  0.112
H: -0.16 12.28 -22.87  0.058
H: -3.86 14.67 -23.19  0.082
H: -2.30 9.62 -19.27  0.063
H: 3.52 10.42 -19.07  0.115
H: 2.09 6.05 -13.60  0.079
H: -1.13 7.35 -19.09  0.101
H: 1.62 13.64 -13.88  0.084
H: 3.75 15.89 -20.78  0.106
H: 3.07 12.03 -28.05  0.110
H: -1.74 15.14 -17.01  0.092
H: -0.56 12.82 -19.05  0.095
H: 5.02 17.32 -24.23  0.073
H: -2.75 12.64 -22.41  0.097
H: 3.16 8.84 -23.30  0.081
H: -2.45 5.06 -20.54  0.110
H: 4.12 4.92 -17.48  0.086
H: 1.91 11.94 -19.13  0.099
H: 0.23 9.86 -23.62  0.090
H: -1.06 7.00 -20.75  0.101
H: -2.88 8.70 -24.55  0.027
H: 2.70 12.95 -15.18  0.085
H: 1.76 16.20 -17.25  0.124
H: 3.09 10.50 -21.62  0.111
H: 0.58 13.60 -23.63  0.083
H: 1.83 7.85 -22.72  0.073
H: -4.51 15.66 -21.92  0.107
H: 2.61 13.14 -26.76  0.096
H: 0.09 12.18 -14.45  0.114
H: 1.03 9.24 -14.82  0.105
H: 4.44 11.98 -25.50  0.113
H: 0.11 10.77 -20.44  0.083
H: 2.37 8.43 -13.67  0.110
H: 2.58 5.09 -12.19  0.088
H: 3.55 12.89 -23.46  0.126
H: -1.19 10.27 -27.44  0.030
H: 1.59 9.87 -21.46  0.094
H: 1.95 10.70 -25.87  0.083
H: 0.90 5.79 -12.45  0.072
H: -1.40 15.20 -18.76  0.064
H: 5.36 17.99 -22.67  0.082
H: -4.22 5.81 -17.55  0.084
H: 4.95 6.35 -22.21  -0.012
H: -0.88 9.58 -24.96  0.081
H: -0.21 9.73 -19.05  0.106
H: 4.05 10.57 -24.72  0.103
H: 3.28 5.95 -19.58  0.121
H: -4.46 4.51 -18.71  0.083
H: 3.28 13.19 -13.48  0.086
H: -0.67 9.66 -14.79  0.108
H: 3.08 4.57 -16.20  0.073
H: 3.71 17.57 -20.81  0.120
H: 1.15 7.22 -18.97  0.109
H: 0.30 12.64 -28.08  0.106
H: 3.42 7.14 -22.84  0.074
H: 3.91 18.49 -23.76  0.079
H: -2.11 16.53 -17.99  0.091
H: 2.66 13.22 -24.91  0.095
H: -0.24 5.26 -18.74  0.103
H: -3.80 10.22 -18.55  0.080
H: 2.82 3.65 -17.68  0.087
H: 2.18 4.59 -19.58  0.120
H: 5.72 5.26 -22.92  0.032
H: 0.14 7.52 -12.94  0.107
H: -0.66 9.21 -28.75  0.075
H: -2.39 12.62 -20.73  0.084
H: 0.45 16.96 -19.88  0.110
H: 1.34 12.90 -22.10  0.080

Output
Lowest unoccupied orbital energy (alpha / beta) (eV): 2.08 / 2.07
E_HOMO (alpha / beta) (eV): 0.00 / -6.74
Spin multiplicity: 2
Net charge: -1
ΔE to the lowest compared entry with this formula, charge and spin (kJ/mol): 0.0

C32H88FeN10O14 | ωB97M-V with the def2-TZVPD basis set

Each line ends with the Löwdin charge.
Positions of all 145 atoms, in Å:
Fe: -1.85 2.45 -1.44  0.951
O: 1.01 -2.99 -3.39  -0.204
O: -3.06 1.76 0.17  -0.270
O: 1.15 1.41 1.13  -0.033
O: 1.69 4.25 -1.82  -0.016
O: 2.74 -1.62 4.22  -0.179
O: 4.42 0.62 -2.93  -0.161
O: -3.35 -4.85 3.05  -0.159
O: 0.34 -0.45 0.44  -0.003
O: -0.28 3.61 -2.38  -0.131
O: 1.32 3.54 -3.81  0.031
O: -3.45 0.37 -5.27  -0.203
O: -0.22 1.37 -0.54  -0.091
O: -2.60 -5.21 -0.23  -0.220
O: 3.14 4.77 3.03  -0.162
N: 0.70 6.00 0.45  0.037
N: -0.16 0.54 3.58  0.047
N: 0.93 3.82 -2.68  -0.550
N: 0.48 0.76 0.30  -0.511
N: -2.22 0.80 -2.72  0.018
N: 3.68 -4.16 -1.12  0.032
N: 3.75 3.00 -0.12  0.064
N: -1.49 -1.86 -1.36  0.068
N: -1.75 4.11 0.05  0.028
N: -2.12 -1.48 2.19  0.076
C: -3.13 -2.17 4.30  -0.048
C: -2.49 -2.64 3.01  -0.441
C: 2.02 4.78 2.18  -0.225
C: 3.22 3.53 3.72  -0.102
C: -1.93 3.47 1.38  -0.360
C: -1.95 -6.36 0.31  -0.086
C: -2.19 4.58 2.41  -0.058
C: -2.43 -2.95 -1.06  -0.411
C: 1.95 7.30 2.07  -0.057
C: 4.82 0.86 0.04  -0.065
C: 0.87 -2.94 -4.79  -0.112
C: 3.71 0.20 -4.04  -0.126
C: 0.02 0.47 -3.75  -0.038
C: 0.97 0.00 4.35  -0.412
C: 0.60 -0.13 5.80  -0.062
C: 3.74 -1.16 3.34  -0.119
C: -2.15 -0.09 -5.01  -0.194
C: -3.18 -3.20 -2.37  -0.045
C: -1.68 -4.17 -0.52  -0.206
C: -4.25 -5.82 2.56  -0.103
C: -3.18 2.55 1.35  -0.148
C: -4.15 -0.15 -6.36  -0.104
C: 2.17 -3.64 -2.98  -0.213
C: 1.94 6.00 1.26  -0.402
C: -3.82 0.58 0.26  -0.087
C: 1.43 -1.33 3.70  -0.152
C: 4.47 1.99 -0.92  -0.397
C: -3.30 -3.66 2.29  -0.223
C: -1.46 0.82 -3.95  -0.365
C: 2.65 -2.00 -1.06  -0.050
C: 2.46 -3.45 -1.49  -0.427
C: 3.66 1.45 -2.11  -0.209
H: -1.57 -1.90 1.45  0.041
H: 1.19 7.31 2.85  0.083
H: -3.55 -0.19 -7.27  0.091
H: 4.19 3.41 4.19  0.090
H: 0.19 0.73 2.64  0.022
H: 2.76 -0.29 -3.77  0.059
H: 1.42 -0.65 6.31  0.080
H: -2.08 -0.16 -2.38  0.059
H: 3.22 3.61 -0.73  0.035
H: 1.96 8.16 1.40  0.076
H: -4.05 -6.05 1.51  0.057
H: 3.86 -1.71 2.40  0.076
H: -4.44 -1.18 -6.12  0.088
H: 3.92 0.46 0.52  0.059
H: -0.87 -1.77 -0.56  0.041
H: 3.38 1.09 -4.59  0.094
H: -5.30 -5.50 2.64  0.091
H: -1.48 -6.13 1.27  0.097
H: 1.67 -3.91 -0.88  0.126
H: -4.16 -1.90 4.04  0.081
H: -3.13 -2.61 -0.30  0.119
H: -2.91 -3.85 1.28  0.073
H: -3.08 2.03 2.30  0.139
H: -3.67 -2.32 -2.79  0.066
H: 1.50 -1.23 2.61  0.099
H: 3.04 2.48 0.39  0.024
H: 2.72 5.99 0.50  0.138
H: 0.55 0.63 -4.69  0.093
H: 5.48 1.22 0.82  0.078
H: 0.44 1.17 -3.03  0.050
H: -3.98 -3.93 -2.25  0.077
H: 1.06 4.73 2.72  0.115
H: 1.80 0.71 4.30  0.121
H: -5.05 0.45 -6.44  0.093
H: -4.14 -6.71 3.17  0.094
H: -2.51 -3.65 -3.10  0.081
H: -0.96 3.03 1.62  0.128
H: 0.52 0.80 6.37  0.075
H: -1.35 5.28 2.41  0.062
H: -0.76 -2.16 -2.00  0.064
H: -0.86 4.60 0.11  0.052
H: -2.63 -1.33 4.77  0.064
H: 3.52 -1.55 -1.54  0.078
H: 3.08 2.69 3.05  0.070
H: 1.85 -1.34 -1.40  0.056
H: 0.90 -3.93 -5.25  0.092
H: 2.78 0.89 -1.77  0.114
H: -0.28 -0.74 6.03  0.071
H: 1.95 3.82 1.66  0.084
H: -3.74 -0.10 -0.59  0.074
H: -2.70 -7.13 0.52  0.085
H: 2.48 3.53 4.53  0.087
H: 1.63 -2.33 -5.29  0.090
H: -3.09 5.18 2.29  0.082
H: 0.95 5.48 -0.39  0.037
H: 0.75 -2.13 3.97  0.122
H: -2.24 4.19 3.43  0.082
H: 3.05 -3.35 -3.57  0.133
H: -3.20 0.79 -2.98  0.100
H: 3.27 2.35 -2.59  0.107
H: 3.58 -0.11 3.09  0.073
H: -4.29 -3.30 1.98  0.138
H: -1.23 -3.85 0.43  0.118
H: -1.20 -6.60 -0.44  0.092
H: -3.09 -3.01 4.99  0.081
H: 4.74 -1.18 3.78  0.089
H: 2.92 7.35 2.57  0.078
H: 4.15 -0.51 -4.74  0.090
H: -1.54 -0.83 2.71  0.032
H: -0.07 -2.49 -5.10  0.073
H: 2.80 -1.90 0.01  0.067
H: -1.64 -0.16 -5.98  0.127
H: 2.09 -4.72 -3.16  0.126
H: -0.48 1.44 3.90  0.075
H: 0.27 -0.53 -3.40  0.058
H: 5.37 0.09 -0.51  0.079
H: -1.59 -3.17 3.33  0.132
H: -2.13 -1.16 -4.76  0.114
H: -4.12 3.10 1.36  0.138
H: -3.51 -0.03 1.11  0.065
H: 5.39 2.52 -1.19  0.139
H: 3.77 -4.08 -0.11  0.073
H: -0.90 -4.44 -1.24  0.127
H: -4.91 0.69 0.34  0.098
H: -1.57 1.82 -4.38  0.141
H: 3.58 -5.15 -1.28  0.071
H: -2.41 4.87 -0.05  0.105
H: 0.54 6.95 0.15  0.075

Output
Lowest unoccupied orbital energy (alpha / beta) (eV): -0.19 / -0.60
E_HOMO (alpha / beta) (eV): -8.45 / -8.45
Spin multiplicity: 5

no.,F_max (eV Å⁻¹),calculated total energy (eV)
1,10.7,-86633.87599
2,11.3,-76659.98409
3,2.7,-112554.85731